Here is a molecular structure, C10H25ClO5PRu from OMol25. Energies are from the ωB97M-V functional and the def2-TZVPD basis.

Net charge   +3
Total energy   -1667.17024 Ha
E_HOMO (spin up / spin down)   -20.4 / -20.4 eV
Max |F|   0.015 Eh/bohr

Structure (XYZ):
```
43
Properties=species:S:1:pos:R:3:lowdin_charge:R:1
Ru 1.8278 0.6712 0.5857 1.043
O 3.4605 -0.6956 2.7920 -0.187
Cl 2.4445 -1.3580 2.0885 0.778
O 2.1800 -2.6807 2.4168 -0.154
O 2.6980 -1.1805 0.5841 -0.418
O 1.1569 -0.5048 2.1458 -0.445
C -2.2606 -2.4498 3.7539 0.001
C -2.6602 -2.7171 2.4030 0.026
C -3.9191 -2.3337 1.8289 -0.005
P 0.3924 0.3007 -0.8635 1.122
C -0.4888 1.8956 -0.9003 -0.515
C -0.0199 2.5278 0.4277 -0.113
C -2.0058 1.9251 -1.0766 -0.056
C 0.4077 -0.8445 -2.2599 -0.527
C 1.3401 -0.1217 -3.2723 -0.066
C -0.9681 -1.1625 -2.8473 -0.070
H -2.5929 -3.4007 4.2450 0.182
H -2.7837 -1.6369 4.2508 0.121
H -1.1819 -2.4718 3.9138 0.115
H -2.0199 -3.3777 1.8167 0.151
H -4.4437 -1.5306 2.3396 0.119
H -4.5203 -3.2641 1.9789 0.177
H -3.8991 -2.2551 0.7407 0.115
H -0.0083 2.4104 -1.7458 0.138
H -0.5383 2.1195 1.2914 0.098
H -0.1829 3.6083 0.4224 0.131
H 1.1071 2.5230 0.5911 0.048
H -2.5126 1.4804 -0.2197 0.091
H -2.3273 1.4208 -1.9842 0.079
H -2.3241 2.9659 -1.1490 0.112
H 0.9041 -1.7438 -1.8833 0.125
H 0.8688 0.7678 -3.6910 0.098
H 1.5041 -0.8270 -4.0895 0.120
H 2.3169 0.1315 -2.8580 0.078
H -1.4638 -0.2703 -3.2262 0.083
H -1.6209 -1.6695 -2.1384 0.084
H -0.8143 -1.8332 -3.6932 0.112
C 3.7795 3.0065 -0.4579 0.010
O 3.3963 1.5781 -0.3729 -0.254
H 4.5880 3.0863 -1.1785 0.117
H 4.0909 3.3531 0.5233 0.109
H 2.9075 3.5427 -0.8179 0.093
H 4.1854 1.0150 -0.4150 0.134
```